(1)
Density functional theory data (ωB97M-V with the def2-TZVPD basis set) for a molecular structure, C42H41BrMoN4O4S2.

Geometry (Å):
1 Mo -0.756 0.134 -0.864
2 C -4.254 -0.698 -2.209
3 O -3.017 -1.257 -1.802
4 C -2.711 -2.452 -2.496
5 C -1.416 -2.984 -1.890
6 O -0.404 -1.986 -1.920
7 C 0.417 -2.055 -3.086
8 H -5.081 -1.365 -1.943
9 H -4.259 -0.526 -3.291
10 H -4.364 0.252 -1.688
11 H -2.604 -2.240 -3.572
12 H -3.511 -3.193 -2.363
13 H -1.076 -3.887 -2.412
14 H -1.606 -3.229 -0.836
15 H 0.968 -3.003 -3.099
16 H 1.122 -1.224 -3.015
17 H -0.169 -1.965 -4.005
18 C -3.748 0.733 1.053
19 O -2.752 -0.218 0.701
20 C -2.583 -1.302 1.523
21 C -3.573 -1.794 2.361
22 C -3.311 -2.899 3.163
23 Br -4.674 -3.567 4.302
24 C -2.090 -3.543 3.121
25 C -1.095 -3.081 2.260
26 C -1.335 -1.940 1.491
27 O -0.303 -1.411 0.701
28 C 0.131 -3.849 2.176
29 N 0.533 -4.622 3.145
30 C 1.593 -5.327 2.664
31 C 2.356 -6.315 3.280
32 C 3.314 -6.937 2.514
33 C 3.532 -6.581 1.178
34 C 2.804 -5.588 0.554
35 C 1.832 -4.960 1.316
36 N 0.906 -3.983 1.036
37 H -4.743 0.392 0.757
38 H -3.509 1.653 0.515
39 H -3.728 0.930 2.127
40 H -4.546 -1.335 2.393
41 H -1.889 -4.410 3.726
42 H 0.533 -1.443 1.203
43 H 2.170 -6.578 4.308
44 H 3.906 -7.727 2.945
45 H 4.290 -7.106 0.618
46 H 2.975 -5.329 -0.480
47 H 0.778 -3.544 0.137
48 C 1.232 0.303 -1.113
49 C 2.421 0.510 -0.919
50 C 3.760 0.881 -0.697
51 C 4.829 -0.002 -0.894
52 C 6.121 0.423 -0.658
53 C 6.367 1.720 -0.231
54 C 5.308 2.594 -0.014
55 C 4.012 2.185 -0.242
56 H 4.636 -1.012 -1.227
57 H 6.947 -0.257 -0.805
58 H 7.383 2.050 -0.068
59 H 5.501 3.597 0.333
60 H 3.181 2.857 -0.083
61 N -0.760 1.600 0.143
62 C -0.529 2.524 0.996
63 C 0.377 2.171 2.113
64 C 1.427 3.007 2.489
65 C 2.268 2.635 3.523
66 C 2.085 1.435 4.192
67 C 1.049 0.593 3.818
68 C 0.206 0.956 2.783
69 C -1.112 3.856 0.880
70 C -1.705 4.229 -0.334
71 C -2.277 5.474 -0.485
72 C -2.308 6.363 0.582
73 C -1.741 5.995 1.794
74 C -1.139 4.761 1.946
75 H 1.590 3.939 1.972
76 H 3.070 3.293 3.814
77 H 2.743 1.158 5.002
78 H 0.889 -0.335 4.348
79 H -0.649 0.334 2.545
80 H -1.693 3.515 -1.153
81 H -2.707 5.751 -1.437
82 H -2.783 7.327 0.475
83 H -1.772 6.673 2.632
84 H -0.716 4.486 2.900
85 S -1.601 0.847 -3.063
86 C -1.097 2.201 -3.946
87 N -1.573 2.392 -5.175
88 C -1.026 3.487 -5.945
89 C -0.395 4.451 -4.942
90 S -0.059 3.474 -3.418
91 H -2.195 1.719 -5.599
92 H -1.827 3.970 -6.507
93 H -0.286 3.106 -6.661
94 H -1.060 5.269 -4.670
95 H 0.552 4.853 -5.290

## Properties
**2S+1**: 3
**Orbital gap (spin up / spin down)**: 6.53 / 5.78 eV
**Calculated total energy**: -5583.09080 a.u.
**Expectation value of S²**: 2.0908
**Total charge**: +2
**Molecular weight**: 905.79 g/mol
**Energy above the lowest of the compared OMol25 structures with the same formula, charge and spin**: 20.4 kcal/mol
**HOMO (spin up / spin down)**: -12.2275 / -12.2277 eV

(2)
Density functional theory data (ωB97M-V with the def2-TZVPD basis set) for a molecular structure, C43H32BrClF9N6O8PS2V.

Geometry (Å):
1 V 2.702 0.690 -0.388
2 N -0.914 2.610 3.002
3 C -0.147 1.669 3.731
4 N 1.143 1.632 3.649
5 C 1.639 0.737 4.592
6 C 0.707 0.115 5.351
7 S -0.888 0.623 4.898
8 C 3.129 0.611 4.593
9 C 3.957 0.436 5.673
10 S 5.614 0.422 5.147
11 C 5.076 0.541 3.521
12 N 3.778 0.603 3.391
13 N 5.926 0.405 2.440
14 H -0.535 2.815 2.081
15 H -1.909 2.364 2.968
16 H 0.881 -0.654 6.100
17 H 3.736 0.402 6.722
18 H 6.874 0.589 2.663
19 H 5.649 0.916 1.620
20 C -0.165 0.265 -3.581
21 O 0.492 0.989 -2.542
22 C 1.555 0.447 -2.017
23 O 2.096 -0.586 -2.355
24 H -0.749 -0.580 -3.210
25 H 0.576 0.003 -4.321
26 H -0.840 1.076 -3.990
27 Br 6.143 -4.034 -1.989
28 C 5.068 -3.112 -0.634
29 C 4.749 -3.798 0.549
30 C 3.910 -3.191 1.470
31 C 3.349 -1.942 1.156
32 N 3.638 -1.301 0.027
33 C 4.526 -1.826 -0.833
34 H 5.163 -4.770 0.752
35 H 3.600 -3.697 2.349
36 H 2.637 -1.469 1.842
37 H 4.796 -1.228 -1.672
38 O 6.129 2.459 0.157
39 C 5.315 2.241 -0.700
40 O 4.550 1.145 -0.581
41 C 5.092 3.189 -1.823
42 C 4.280 2.863 -2.923
43 C 4.206 3.744 -3.978
44 C 4.920 4.939 -3.886
45 C 5.761 5.224 -2.817
46 C 5.828 4.325 -1.742
47 H 3.781 1.926 -2.937
48 H 3.604 3.531 -4.865
49 H 4.750 5.658 -4.720
50 H 6.340 6.149 -2.814
51 H 6.494 4.495 -0.873
52 O 0.620 -4.384 4.168
53 N 0.171 -5.427 4.200
54 O 1.797 0.352 0.826
55 Cl 2.471 5.485 -1.279
56 C 1.718 4.630 0.076
57 C 1.343 3.216 -0.198
58 O 0.203 2.844 -0.041
59 O 2.386 2.492 -0.532
60 H 0.808 5.197 0.346
61 H 2.420 4.649 0.905
62 F -8.930 -3.099 3.192
63 C -8.163 -2.155 3.778
64 F -7.736 -2.598 4.959
65 F -8.972 -1.081 3.944
66 C -6.981 -1.778 2.875
67 C -5.684 -1.794 3.401
68 C -4.609 -1.521 2.583
69 C -4.805 -1.248 1.201
70 C -6.091 -1.342 0.680
71 C -7.171 -1.550 1.511
72 P -3.283 -0.817 0.287
73 C -3.849 0.222 -1.097
74 C -3.858 -0.171 -2.465
75 C -4.016 0.771 -3.473
76 C -4.184 2.098 -3.120
77 C -4.217 2.497 -1.778
78 C -4.030 1.557 -0.786
79 C -4.226 3.147 -4.206
80 F -2.989 3.398 -4.632
81 F -4.925 2.784 -5.318
82 F -4.769 4.279 -3.758
83 C -2.810 -2.382 -0.580
84 C -3.689 -3.365 -0.948
85 C -3.236 -4.484 -1.621
86 C -1.881 -4.677 -1.900
87 C -0.988 -3.650 -1.577
88 C -1.432 -2.492 -0.925
89 C -1.458 -5.882 -2.704
90 F -0.327 -6.438 -2.244
91 F -2.389 -6.863 -2.673
92 F -1.289 -5.587 -4.030
93 H -5.500 -1.958 4.424
94 H -3.633 -1.437 3.030
95 H -6.254 -1.119 -0.390
96 H -8.177 -1.506 1.123
97 H -3.703 -1.201 -2.737
98 H -4.109 0.434 -4.536
99 H -4.348 3.532 -1.489
100 H -3.998 1.930 0.218
101 H -4.701 -3.286 -0.636
102 H -3.891 -5.326 -1.884
103 H 0.072 -3.819 -1.776
104 H -0.722 -1.741 -0.648

## Properties
**2S+1**: 2
**Orbital gap**: 6.54 eV
**Calculated total energy**: -8603.07171 a.u.
**Expectation value of S²**: 0.7526
**Molecular weight**: 1193.15 g/mol
**Energy above the lowest of the compared OMol25 structures with the same formula, charge and spin**: 28.8 kcal/mol
**HOMO**: -7.8309 eV

(3)
Density functional theory data (ωB97M-V with the def2-TZVPD basis set) for 3 unconnected molecules or ions with the total composition C17H23ClF19O3P.

Geometry (Å):
1 C 6.517 1.596 0.773
2 C 6.725 2.814 1.671
3 Cl 8.507 3.132 1.771
4 C 6.004 4.074 1.215
5 P 4.090 3.887 1.193
6 C 2.195 3.650 1.144
7 C 1.893 2.183 0.911
8 O 0.503 1.972 0.656
9 C 0.199 0.968 -0.261
10 C 0.190 -0.430 0.359
11 F 1.120 -0.595 1.297
12 F -0.991 -0.724 0.927
13 F 0.401 -1.370 -0.585
14 H 6.752 0.675 1.316
15 H 7.154 1.656 -0.115
16 H 5.480 1.510 0.429
17 H 6.440 2.587 2.705
18 H 6.360 4.328 0.206
19 H 6.274 4.909 1.871
20 H 4.177 2.815 2.134
21 H 3.935 5.188 1.729
22 H 4.120 3.706 -0.224
23 H 1.774 3.985 2.101
24 H 1.766 4.244 0.329
25 H 2.487 1.814 0.055
26 H 2.200 1.597 1.788
27 H -0.816 1.149 -0.631
28 H 0.875 0.954 -1.125
29 C -0.919 -3.970 -4.285
30 C 0.608 -3.807 -4.235
31 C 1.164 -2.463 -3.756
32 F 0.826 -1.470 -4.604
33 F 2.514 -2.541 -3.718
34 F 1.154 -4.135 -5.423
35 F 1.041 -4.710 -3.307
36 O -1.535 -3.817 -5.550
37 C -2.072 -2.631 -5.962
38 C -1.446 -2.168 -7.283
39 F -0.125 -1.962 -7.125
40 F -2.021 -1.001 -7.650
41 F -1.997 -1.674 -5.021
42 F -3.386 -2.840 -6.214
43 H -1.088 -5.015 -4.031
44 H -1.409 -3.369 -3.519
45 H 0.796 -2.230 -2.755
46 H -1.609 -2.917 -8.059
47 C -4.060 -0.952 2.742
48 C -5.377 -0.327 2.259
49 C -5.641 1.142 2.602
50 F -5.752 1.312 3.934
51 F -6.808 1.515 2.032
52 F -6.425 -1.082 2.642
53 F -5.315 -0.356 0.893
54 O -4.120 -1.755 3.905
55 C -3.880 -1.254 5.154
56 C -5.072 -1.496 6.088
57 F -6.165 -0.863 5.621
58 F -4.775 -0.998 7.308
59 F -3.528 0.041 5.132
60 F -2.838 -1.943 5.678
61 H -3.784 -1.651 1.954
62 H -3.261 -0.211 2.797
63 H -4.841 1.780 2.218
64 H -5.275 -2.566 6.168

## Properties
**Orbital gap**: 8.95 eV
**Calculated total energy**: -3586.22166 a.u.
**Molecular weight**: 702.76 g/mol
**Energy above the lowest of the compared OMol25 structures with the same formula, charge and spin**: 2.9 kcal/mol
**HOMO**: -8.7712 eV

(4)
Density functional theory data (ωB97M-V with the def2-TZVPD basis set) for C5H9NS in the gas phase.

Geometry (Å):
1 C -3.592 -0.648 0.042
2 C -1.082 -0.852 0.453
3 C -0.198 0.395 -0.005
4 C 0.994 0.508 1.058
5 C 0.375 -0.227 -1.259
6 N -2.440 -0.600 0.241
7 S -1.246 1.837 -0.040
8 H -0.314 2.778 -0.170
9 H -0.864 -1.681 -0.304
10 H -0.856 -1.322 1.436
11 H 1.673 1.275 0.734
12 H 1.510 -0.448 1.135
13 H 0.554 0.808 1.969
14 H -0.405 -0.701 -1.825
15 H 1.110 -0.957 -0.994
16 H 0.863 0.484 -1.989

## Properties
**Orbital gap**: 10.01 eV
**Calculated total energy**: -648.78099 a.u.
**Molecular weight**: 115.20 g/mol
**Energy above the lowest of the compared OMol25 structures with the same formula, charge and spin**: 45.3 kcal/mol
**HOMO**: -9.3596 eV

(5)
Density functional theory data (ωB97M-V with the def2-TZVPD basis set) for a molecular structure, C3H5NO2.

Geometry (Å):
1 O 1.683 -0.424 -0.980
2 C 1.581 0.041 0.290
3 C 0.132 0.029 0.657
4 N -0.575 -0.232 -0.382
5 C -1.960 -0.062 -0.466
6 O -2.635 0.395 0.417
7 H 2.244 -0.378 1.065
8 H -0.281 0.342 1.611
9 H 1.680 1.154 0.416
10 H 0.474 -0.488 -1.178
11 H -2.342 -0.377 -1.449

## Properties
**Orbital gap**: 9.02 eV
**Calculated total energy**: -322.47741 a.u.
**Molecular weight**: 87.08 g/mol
**Energy above the lowest of the compared OMol25 structures with the same formula, charge and spin**: 60.8 kcal/mol
**HOMO**: -9.6939 eV

(6)
Density functional theory data (ωB97M-V with the def2-TZVPD basis set) for a molecular structure, C3H5N3.

Geometry (Å):
1 N 1.498 -0.497 0.833
2 C 0.500 -0.509 -0.116
3 C 0.388 0.405 -1.194
4 C -0.785 1.070 -1.164
5 N -1.679 0.765 -0.093
6 N -1.150 -0.015 0.710
7 H 2.166 0.251 0.724
8 H 1.916 -1.386 1.057
9 H 0.115 -1.520 -0.323
10 H -1.197 1.770 -1.881
11 H -1.771 -0.334 1.448

## Properties
**Orbital gap**: 8.49 eV
**Calculated total energy**: -281.43368 a.u.
**Molecular weight**: 83.09 g/mol
**Energy above the lowest of the compared OMol25 structures with the same formula, charge and spin**: 98.1 kcal/mol
**HOMO**: -8.3645 eV

energy above the lowest of the compared OMol25 structures with the same formula, charge and spin of number 3 (C17H23ClF19O3P)? 2.9 kcal/mol

What is the calculated total energy in the first record? -5583.09080 a.u.

calculated total energy of number 3 (C17H23ClF19O3P)? -3586.22166 a.u.

What is the calculated total energy in the fourth record? -648.78099 a.u.